{
  "formula": "C5H9N3P",
  "method": "the ωB97M-V functional and the def2-TZVPD basis",
  "charge": 1,
  "fmax_ha_per_bohr": 0.0614,
  "spin_multiplicity": 1,
  "de_lowest_kj_mol": 258.7,
  "homo_lumo_gap_ev": [6.993, 6.028],
  "homo_ev": [-10.625, -10.757],
  "species": ["H", "C", "H", "P", "C", "H", "H", "C", "H", "H", "C", "N", "N", "H", "C", "N", "H", "H"],
  "xyz": [[2.64, -2.15, -0.35], [-0.18, 0.25, 0.08], [1.85, -0.50, -0.09], [0.75, 3.33, 2.97], [-0.63, 2.63, 2.16], [1.50, -3.29, -2.09], [0.63, 0.24, 0.72], [0.76, -1.69, -1.12], [-1.31, 3.09, 2.90], [-0.90, -0.60, -1.61], [-1.20, 1.16, 0.16], [1.85, -1.52, -0.37], [-0.21, -0.76, -0.94], [-2.02, 0.74, -0.47], [-1.43, 2.18, 1.12], [0.61, -2.79, -1.88], [-2.43, 2.55, 1.08], [-0.29, -2.86, -2.27]],
  "mulliken_charge": [0.2425, -0.1502, 0.2368, 0.0425, -0.6189, 0.2631, 0.4604, 0.6150, 0.1876, 0.2354, -0.4071, -0.3356, -0.1092, 0.2307, -0.0848, -0.3845, 0.3573, 0.2190]
}